# C4H11N2

A gas-phase ion, C4H11N2 (charge +1) (wB97M-V/def2-TZVPD, the Open Molecules 2025 dataset).

```
! RIJCOSX wB97M-V def2-TZVPD def2/J DEFGRID3
* xyz 1 1
C 0.37147 -0.39075 0.34966
C -2.15428 -0.92227 0.42850
C -1.36871 1.09974 -0.55205
C 2.98112 -0.05363 0.04929
N 1.43090 0.28921 -0.05104
N -0.92442 -0.13568 0.16572
H 0.50385 -1.38912 0.90243
H -2.92991 -0.25525 0.70266
H -2.13392 -1.70159 1.11522
H -2.48597 -1.23910 -0.55771
H -2.19518 0.96206 -1.17342
H -1.53785 1.85438 0.23948
H -0.43549 1.35621 -1.22872
H 3.38868 0.90771 0.05727
H 3.14382 -0.69043 -0.78430
H 3.10653 -0.66074 1.05706
H 1.23934 0.96925 -0.72005
*
```

Output
* SMILES: CNC=[N+](C)C
* energy above the lowest of the compared OMol25 structures with the same formula, charge and spin: 46.4 kcal per mole
* orbital gap: 11.4 eV
* HOMO: -0.5279 Ha